Entry 1:
Molecular formula: C2H8N3S2
Method: DFT, ωB97M-V with the def2-TZVPD basis set

Computed properties:
Relative energy (zero: lowest compared OMol25 entry of this formula, charge and spin) ... 3.152 eV
Max |F| ... 4.29 eV/Å
E_tot ... -1041.30137 a.u.
HOMO ... -13.319 eV
LUMO ... -4.14 eV

ORCA input file:
```
! RIJCOSX wB97M-V def2-TZVPD def2/J DEFGRID3
* xyz 1 1
C 0.880 1.794 0.875
C -1.580 -1.708 -1.119
N -0.403 1.895 -1.151
N -2.515 -1.973 -0.419
N 0.352 1.348 -0.194
S -0.390 -1.067 -1.883
S 1.273 -1.701 1.159
H 1.428 1.128 1.622
H 0.857 2.855 0.882
H -0.527 1.446 -2.064
H -3.154 -2.760 -0.108
H -0.240 2.923 -1.196
H 1.459 -1.590 2.500
H 0.541 0.306 -0.204
H 2.020 -2.896 1.299
*
```

Formally, the natural (NBO) partial charges of the atoms, in units of the elementary charge, are as follows:
1. C -0.022
2. C 0.260
3. N -0.578
4. N -0.611
5. N -0.244
6. S -0.079
7. S -0.373
8. H 0.267
9. H 0.206
10. H 0.442
11. H 0.475
12. H 0.400
13. H 0.170
14. H 0.467
15. H 0.220

Entry 2:
Molecular formula: C17H36B3ClO5
Method: DFT, ωB97M-V with the def2-TZVPD basis set

Computed properties:
Max |F| ... 3.07 eV/Å
E_tot ... -1580.42719 a.u.
HOMO ... -8.891 eV
LUMO ... 0.11 eV

ORCA input file:
```
! RIJCOSX wB97M-V def2-TZVPD def2/J DEFGRID3
* xyz 0 1
O 4.324 -1.342 -3.538
C 3.143 -1.187 -3.270
C 2.065 -1.040 -4.301
B 1.483 -2.427 -4.743
O 0.242 -2.893 -4.314
B 0.328 -4.179 -3.849
Cl -0.649 -4.693 -2.479
O 1.197 -5.100 -4.387
B 2.372 -4.448 -4.732
C 3.818 -4.869 -4.294
C 3.954 -4.625 -2.803
C 4.035 -5.958 -1.903
O 2.907 -4.855 -2.041
O 2.202 -3.308 -5.529
H 2.859 -1.132 -2.204
H 2.516 -0.571 -5.169
H 1.269 -0.432 -3.885
H 4.054 -5.907 -4.458
H 4.537 -4.182 -4.729
H 4.590 -3.817 -2.501
H 3.624 -6.269 -0.942
H 4.933 -5.483 -1.393
C 0.402 -1.872 -0.116
C -1.112 -1.869 -0.305
C -1.769 -0.546 0.085
C -1.615 -0.156 1.556
C -2.148 -1.180 2.556
C -3.649 -1.425 2.430
H 0.682 -1.724 0.928
H 0.827 -2.826 -0.437
H 0.868 -1.079 -0.709
H -1.554 -2.694 0.260
H -1.332 -2.068 -1.355
H -2.832 -0.591 -0.170
H -1.348 0.256 -0.530
H -2.128 0.798 1.717
H -0.559 0.033 1.774
H -1.936 -0.819 3.566
H -1.612 -2.127 2.453
H -4.206 -0.497 2.572
H -3.986 -2.136 3.185
H -3.910 -1.835 1.453
C -2.938 4.461 1.107
C -1.436 4.619 1.331
C -0.960 4.053 2.668
C -1.554 4.725 3.907
C -1.314 6.231 4.001
C 0.163 6.605 4.090
H -3.517 5.002 1.856
H -3.223 4.851 0.129
H -3.228 3.409 1.146
H -1.161 5.673 1.245
H -0.906 4.099 0.529
H 0.131 4.115 2.709
H -1.201 2.986 2.706
H -1.136 4.243 4.796
H -2.631 4.537 3.943
H -1.824 6.607 4.891
H -1.771 6.743 3.150
H 0.630 6.137 4.959
H 0.280 7.685 4.189
H 0.712 6.296 3.200
*
```

Formally, the natural (NBO) partial charges of the atoms, in units of the elementary charge, are as follows:
1. O -0.534
2. C 0.445
3. C -0.888
4. B 1.182
5. O -0.878
6. B 1.023
7. Cl -0.167
8. O -0.866
9. B 1.188
10. C -0.842
11. C 0.275
12. C -0.446
13. O -0.496
14. O -0.871
15. H 0.130
16. H 0.277
17. H 0.255
18. H 0.285
19. H 0.251
20. H 0.200
21. H 0.300
22. H 0.180
23. C -0.614
24. C -0.402
25. C -0.397
26. C -0.397
27. C -0.398
28. C -0.610
29. H 0.203
30. H 0.217
31. H 0.186
32. H 0.196
33. H 0.210
34. H 0.201
35. H 0.196
36. H 0.197
37. H 0.199
38. H 0.201
39. H 0.194
40. H 0.201
41. H 0.210
42. H 0.201
43. C -0.610
44. C -0.398
45. C -0.397
46. C -0.397
47. C -0.398
48. C -0.610
49. H 0.201
50. H 0.209
51. H 0.201
52. H 0.194
53. H 0.200
54. H 0.199
55. H 0.201
56. H 0.200
57. H 0.200
58. H 0.201
59. H 0.193
60. H 0.201
61. H 0.209
62. H 0.200

| no. | molar mass (g/mol) |
| --- | --- |
| 1 | 138.24 |
| 2 | 388.36 |